No. 1
The following is a DFT calculation (ωB97M-V with the def2-TZVPD basis set) of a 3-piece molecular cluster, C4H10O4 overall at a distorted geometry.

The spin multiplicity is 1.

Geometry (Å):
C  0.364246  1.213624  -1.339417
C  0.346929  0.385763  -0.135237
C  -1.160496  0.298046  0.404702
O  -1.126971  -0.013193  1.727645
C  0.354491  2.632548  -1.211724
O  -0.025941  3.247801  -0.228966
H  -1.621295  -0.446821  -0.251895
H  0.203224  0.851879  -2.361217
H  1.036947  0.780994  0.647569
H  0.829469  -0.547512  -0.381699
H  -1.484926  1.332449  0.304822
H  0.567873  3.224948  -2.107386
H  0.354072  -2.287972  0.321979
H  0.013435  -3.540536  -0.545473
O  -0.084017  -2.585776  -0.573038
H  -0.489017  -0.774485  1.851193
H  1.154518  -2.129515  2.304803
O  0.767460  -1.642241  1.573338

Atomic forces in eV per Å
C -0.6599 -2.2789 2.3346
C 4.0197 1.3753 -2.7968
C -0.9367 0.1363 1.4032
O -0.5893 1.0661 -1.0359
C -0.5422 3.0378 0.0470
O 0.3353 -0.9877 -0.2226
H 0.0118 0.0463 0.1149
H 0.1130 -0.3171 0.3924
H -1.2134 0.3450 -0.0951
H -0.8903 -0.9322 0.0148
H -0.7138 -0.2615 -0.0652
H 0.3708 -0.0637 -0.3059
H -0.3756 -0.2837 -0.2325
H -0.0987 -0.0454 -0.1682
O 0.2694 0.0711 0.1487
H 1.0958 -1.2937 0.1144
H -0.0494 0.0395 -0.0479
O -0.1467 0.3464 0.4000

No. 2
The following is a DFT calculation (ωB97M-V with the def2-TZVPD basis set) of C5H8O2 as an isolated structure.

The spin multiplicity is 1.

Geometry (Å):
O  -2.204600  -0.568940  0.085924
C  -0.959772  -0.006986  0.417707
C  0.126883  -1.103725  0.588335
C  1.154805  -0.512223  -0.391202
C  1.143636  0.988168  -0.057237
C  -0.242489  0.785412  -0.692049
O  0.324106  -0.232313  -1.548408
H  -2.854454  0.131446  0.214740
H  -1.087211  0.667659  1.280876
H  0.492651  -1.224893  1.611293
H  -0.243333  -2.064893  0.218040
H  2.064228  -1.071561  -0.621639
H  1.200272  1.283334  0.996458
H  1.814639  1.576495  -0.682770
H  -0.802725  1.561450  -1.218065

Atomic forces in eV per Å
O -0.2129 0.1393 -0.0944
C 0.3198 0.1692 0.1376
C -0.0309 0.0080 0.0735
C 0.2651 -0.2337 0.1231
C 0.1052 0.1155 0.0719
C -0.2554 0.3241 -0.0231
O -0.0810 -0.0602 -0.1066
H -0.1140 -0.2428 -0.1442
H 0.2052 -0.3594 0.0162
H -0.0326 0.0693 -0.1271
H -0.0197 0.2000 0.0862
H -0.1807 0.0688 0.0739
H 0.0068 -0.0169 -0.1894
H -0.0714 -0.0951 0.0337
H 0.0966 -0.0861 0.0688

No. 3
The following is a DFT calculation (ωB97M-V with the def2-TZVPD basis set) of one molecule with the formula C19H23NO4.

The structure (SMILES) is Cc1ccccc1OCc1ccc(C(=O)N2C[C@@H](C)O[C@@H](C)C2)o1. The spin multiplicity is 1.

Geometry (Å):
C  -6.102917  -0.448496  0.525093
C  -4.960039  0.390375  0.045441
C  -4.987012  1.771413  0.111801
C  -3.920418  2.533676  -0.338388
C  -2.811146  1.904873  -0.867093
C  -2.759731  0.521727  -0.945637
C  -3.826333  -0.239811  -0.490402
O  -3.882030  -1.608866  -0.521992
C  -2.759521  -2.325974  -0.975315
C  -1.559229  -2.136076  -0.101036
C  -1.448007  -1.960323  1.248770
C  -0.070792  -1.783502  1.507225
C  0.561797  -1.862616  0.294223
O  -0.346440  -2.084232  -0.679774
C  2.000997  -1.900665  -0.074886
O  2.445968  -2.787948  -0.779707
N  2.786069  -0.942028  0.478421
C  2.330831  0.318713  1.016598
H  1.250611  0.308059  1.149361
H  2.816660  0.484573  1.984759
C  2.724796  1.458234  0.055904
C  2.357158  2.818980  0.629019
H  2.656904  3.599111  -0.064360
H  1.285783  2.879035  0.797809
H  2.880196  2.974672  1.568447
O  4.115577  1.444485  -0.180491
C  4.553300  0.222482  -0.748735
C  6.051772  0.325451  -0.986543
H  6.564946  0.478311  -0.041118
H  6.417662  -0.584196  -1.453066
H  6.261953  1.171833  -1.633773
C  4.206805  -0.943418  0.187693
H  4.455404  -1.897388  -0.277620
H  4.755511  -0.830022  1.128517
H  4.027120  0.063995  -1.706406
H  2.195050  1.293975  -0.900625
H  0.390277  -1.638027  2.462881
H  -2.247060  -1.953229  1.960849
H  -3.080710  -3.373864  -0.958014
H  -2.497957  -2.061584  -2.009140
H  -1.883236  0.056305  -1.367486
H  -1.973981  2.485754  -1.225461
H  -3.959739  3.610584  -0.276484
H  -5.858484  2.259436  0.523930
H  -6.502478  -1.040475  -0.296821
H  -5.761220  -1.145766  1.288299
H  -6.894652  0.172433  0.935328

Atomic forces in eV per Å
C 0.0647 -0.0181 -0.0338
C 0.0691 -0.2182 -0.0210
C 0.0838 -0.0699 -0.0383
C 0.0794 0.1388 -0.0221
C -0.0549 0.1066 0.0147
C 0.0651 -0.2910 -0.0907
C -0.1207 0.3182 0.0394
O -0.1515 0.2075 0.1656
C 0.3322 -0.2225 -0.2709
C -0.4438 0.0198 0.8214
C -0.1968 -0.1830 -0.6474
C 0.4573 -0.0133 -0.6771
C -0.1171 0.0050 0.9403
O 0.0662 -0.0552 -0.4460
C -0.0401 -0.1104 -0.0498
O -0.1271 -0.1160 -0.2191
N 0.0902 0.0113 0.1152
C -0.0392 0.5058 -0.2613
H 0.1259 0.0492 0.0162
H -0.0614 0.0574 -0.0023
C -0.4450 0.0427 0.3641
C 0.1993 -0.3898 -0.2434
H -0.0088 0.1081 -0.0481
H -0.1328 0.0455 0.0327
H 0.0372 0.0396 0.1422
O 0.1189 0.1333 0.0134
C 0.2431 -0.4214 0.0149
C -0.4879 0.0663 0.0608
H 0.0952 -0.0026 0.1130
H 0.0846 -0.0964 -0.0609
H 0.0599 0.0584 -0.0779
C 0.1569 0.0234 -0.3108
H 0.0365 0.1078 0.0732
H 0.0416 0.0177 -0.0423
H 0.0418 0.0046 0.1359
H 0.0621 -0.0088 0.1251
H 0.1780 0.0635 0.1664
H -0.2318 -0.0012 0.1012
H 0.0853 0.1964 -0.0804
H -0.0391 -0.0348 0.1065
H 0.0883 -0.0734 -0.0363
H 0.0663 0.0392 -0.0342
H 0.0004 0.0934 0.0040
H -0.1025 0.0163 0.0454
H -0.0988 -0.0853 0.0070
H -0.0747 -0.0867 0.0676
H -0.0549 0.0222 0.0280

Summary of energy relative to the best compared isomer or geometry (same formula, charge and spin) in kJ/mol
592.5; 174.9; 146.5
(order as listed above)
Summary of DFT total energy in hartree
-459.1631; -345.7384; -1093.5137
(order as listed above)